Record 1
DFT (ωB97M-V/def2-TZVPD) results for a single C6H10N2O molecule.

```
19
Properties=species:S:1:pos:R:3:lowdin_charge:R:1
C -1.3643 0.9482 0.2151 -0.005
C -0.2864 -0.0748 -0.2552 -0.471
C -0.6476 -1.5302 -0.0087 -0.226
C 1.8251 0.7676 -0.9845 -0.075
C 1.1153 0.3350 0.2307 -0.215
C 1.6280 0.5310 1.4792 0.083
H -1.5661 1.0322 1.2823 0.080
H -1.0922 1.9974 -0.1454 0.107
H -2.2891 0.7390 -0.3807 0.090
H 0.3162 -2.0111 0.0168 0.126
H -1.3559 -1.7241 -0.8385 0.132
H -1.5728 -2.7645 1.1153 0.138
H -0.8308 0.3953 -2.1739 0.122
H 2.7855 1.1807 -1.0370 0.091
H 1.1537 0.4279 2.4517 0.065
H 2.5682 0.9755 1.5681 0.033
N -0.0834 -0.0414 -1.6713 -0.044
N 1.0480 0.5851 -2.0442 0.049
O -1.3514 -1.7686 1.1802 -0.079
```

* largest force on an atom: 0.078 Eh/bohr
* energy above the lowest of the compared OMol25 structures with the same formula, charge and spin: 2.738 eV
* spin multiplicity: 1
* SMILES: C=C1C=NN[C@@]1(C)CO
* orbital gap: 8.88 eV
* highest occupied orbital energy: -8.1 eV
* DFT total energy: -419.2859 Eh

Record 2
DFT (ωB97M-V/def2-TZVPD) results for a single C4H4O4 molecule.

```
12
Properties=species:S:1:pos:R:3:lowdin_charge:R:1
C -1.2556 0.0908 -0.0346 -0.369
C -0.4165 -0.9882 -0.0683 0.058
C 0.9289 -0.4217 0.0049 -0.257
C 0.7293 0.9088 0.0059 -0.379
H -3.1144 -0.5589 0.0943 0.142
H -0.7378 -2.0121 0.0722 0.113
H 2.0113 -2.0359 -0.0288 0.115
H 1.2334 2.6981 0.1360 0.115
O -2.5971 0.2715 -0.0376 0.091
O 2.1251 -1.0706 -0.0399 0.066
O 1.6481 1.8624 -0.0531 0.142
O -0.5547 1.2557 -0.0509 0.164
```

* largest force on an atom: 0.041 Eh/bohr
* energy above the lowest of the compared OMol25 structures with the same formula, charge and spin: 2.208 eV
* spin multiplicity: 1
* SMILES: Oc1cc(O)c(O)o1
* orbital gap: 7.83 eV
* highest occupied orbital energy: -7.3 eV
* DFT total energy: -455.7319 Eh

Record 3
DFT (ωB97M-V/def2-TZVPD) results for a single C3H6N2O2 molecule.

```
13
Properties=species:S:1:pos:R:3:lowdin_charge:R:1
N 1.7007 -0.7217 0.2033 0.152
C 0.8190 0.1753 0.7428 -0.543
O 0.5667 0.2278 1.9268 0.085
C 0.1235 1.0848 -0.2761 -0.115
O -1.2844 1.0804 -0.1535 -0.050
C -1.9242 -0.1127 -0.2355 -0.297
N -1.4570 -1.2785 -0.3341 0.135
H 2.1222 -1.4079 0.8100 0.118
H 1.9345 -0.7466 -0.7748 0.104
H 0.3985 0.8237 -1.3046 0.128
H 0.4360 2.1121 -0.0750 0.140
H -2.9961 0.0642 -0.1923 0.125
H -0.4394 -1.3009 -0.3370 0.019
```

* largest force on an atom: 0.008 Eh/bohr
* energy above the lowest of the compared OMol25 structures with the same formula, charge and spin: 1.629 eV
* spin multiplicity: 1
* SMILES: [H]/N=C\OCC(N)=O
* orbital gap: 10.88 eV
* highest occupied orbital energy: -10.2 eV
* DFT total energy: -377.8995 Eh

Record 4
DFT (ωB97M-V/def2-TZVPD) results for a single C6H12O6 molecule.

```
24
Properties=species:S:1:pos:R:3:lowdin_charge:R:1
O -0.7927 -2.1277 0.5960 0.163
C -0.9333 -1.7853 -0.5550 -0.427
C 0.1701 -1.2728 -1.4567 -0.117
O 1.2771 -0.8793 -0.6994 -0.070
C 1.7483 0.4278 -0.9294 -0.251
O 2.2474 0.9493 0.2469 -0.076
C 1.2461 1.1714 1.2164 -0.187
C 1.9193 1.4259 2.5600 -0.222
O 1.1611 0.9763 3.6632 -0.050
O -2.1320 -1.9173 -1.2290 0.003
C -2.9571 -0.7570 -1.0596 -0.265
O -3.8550 -0.6842 -2.1035 0.025
H -0.2452 -0.4698 -2.0662 0.127
H 0.4526 -2.0682 -2.1465 0.148
H 2.5602 0.4083 -1.6510 0.141
H 0.9407 1.0645 -1.3124 0.131
H 0.6013 0.2945 1.3153 0.117
H 0.6215 2.0186 0.9233 0.131
H 2.8707 0.9027 2.5515 0.123
H 2.1114 2.4926 2.6603 0.117
H 0.3101 0.6582 3.3694 0.073
H -2.3357 0.1409 -1.0030 0.133
H -3.4873 -0.8669 -0.1192 0.139
H -3.4998 -0.1023 -2.7716 0.093
```

* largest force on an atom: 0.033 Eh/bohr
* energy above the lowest of the compared OMol25 structures with the same formula, charge and spin: 1.520 eV
* spin multiplicity: 1
* SMILES: O=C(COCOCCO)OCO
* orbital gap: 10.64 eV
* highest occupied orbital energy: -10.4 eV
* DFT total energy: -687.1967 Eh

Record 5
DFT (ωB97M-V/def2-TZVPD) results for 2 unconnected molecules or ions with the total composition C3H5O6P.

```
15
Properties=species:S:1:pos:R:3:lowdin_charge:R:1
C 1.1664 -0.5415 0.3361 -0.409
C 1.9474 0.8300 0.5100 -0.046
C 0.1308 -0.4160 -0.7396 -0.481
O -1.8110 -0.2052 1.3947 -0.406
O -0.6709 1.8293 0.4269 -0.379
O 1.3648 -1.4193 1.1461 0.022
O -2.3624 0.5378 -0.9589 -0.214
O 0.2819 -0.1333 -1.9213 -0.051
O -1.3898 -1.8575 -0.9471 -0.362
P -1.2024 0.4812 0.1812 0.238
H 2.4362 0.9074 1.4621 0.037
H 1.2000 1.6458 0.4689 0.033
H 2.7906 0.9615 -0.3060 0.095
H -2.4028 -0.4314 -1.0026 -0.017
H -1.4789 -2.1887 -0.0506 -0.060
```

* largest force on an atom: 0.067 Eh/bohr
* energy above the lowest of the compared OMol25 structures with the same formula, charge and spin: 1.079 eV
* charge: -2
* spin multiplicity: 1
* orbital gap: 6.65 eV
* highest occupied orbital energy: 0.0 eV
* DFT total energy: -910.1321 Eh

Record 6
DFT (ωB97M-V/def2-TZVPD) results for a single CClN5O molecule.

```
8
Properties=species:S:1:pos:R:3:lowdin_charge:R:1
C -1.2154 0.1293 0.6309 -0.090
N -0.3477 0.9750 1.2013 0.079
N 0.6618 1.2047 0.4835 0.008
N 1.0012 1.0826 -0.7033 -0.119
N -1.6634 -0.9361 0.7196 -0.112
N 1.6602 0.5438 -1.5490 -0.344
O -2.2760 -1.8755 0.5237 0.111
Cl 2.1794 -1.1237 -1.3068 0.466
```

* largest force on an atom: 0.103 Eh/bohr
* energy above the lowest of the compared OMol25 structures with the same formula, charge and spin: 0.478 eV
* spin multiplicity: 1
* SMILES: [O-][N+]#C/N=N\N=N/Cl
* orbital gap (spin up / spin down): 8.27 / 8.27 eV
* highest occupied orbital energy (spin up / spin down): -9.7 / -9.7 eV
* DFT total energy: -847.0187 Eh

Record 7
DFT (ωB97M-V/def2-TZVPD) results for a molecular structure, I9O2V.

```
12
Properties=species:S:1:pos:R:3:lowdin_charge:R:1
O 0.4174 0.4375 1.9877 -0.541
V 0.0962 -0.0623 0.4958 0.266
O -0.5094 1.0340 -0.5670 -0.478
I -2.7566 -0.1820 1.9087 -0.374
I 0.5509 -4.0568 3.1309 -0.968
I 1.0900 1.2808 -4.8368 -0.989
I -3.8541 0.3465 -3.9744 -1.001
I -2.8129 -3.6466 -1.1500 -0.957
I 3.6998 0.1105 3.7389 -0.959
I -0.5448 4.8338 0.7167 -0.967
I 1.3196 -2.2292 -1.0272 -0.234
I 3.3039 2.1337 -0.4231 -0.800
```

* largest force on an atom: 0.077 Eh/bohr
* energy above the lowest of the compared OMol25 structures with the same formula, charge and spin: 0.407 eV
* charge: -8
* spin multiplicity: 1
* orbital gap: 3.33 eV
* highest occupied orbital energy: 10.5 eV
* DFT total energy: -3772.4699 Eh